Entry 1:
{
  "formula": "C3H4BrNO",
  "method": "ωB97M-V with the def2-TZVPD basis set",
  "elements": ["C", "C", "C", "N", "O", "Br", "H", "H", "H", "H"],
  "coordinates": [[-1.042, 0.100, -0.047], [-0.422, -1.228, -0.226], [0.136, 1.011, 0.237], [1.102, 0.308, -0.597], [-2.185, 0.389, -0.275], [2.708, -0.091, 0.130], [0.109, -1.680, 0.594], [-0.785, -1.889, -0.994], [0.004, 2.033, -0.125], [0.374, 1.048, 1.303]],
  "forces_ev_per_a": [[0.0790, 0.2142, 0.1464], [1.2987, 1.1416, -0.3517], [0.0458, 0.3613, 0.3302], [-2.0340, -1.3585, -0.8902], [-0.0356, -0.0045, -0.0303], [0.6811, -0.1339, 0.6543], [0.0964, 0.0021, 0.2488], [-0.0525, -0.1068, -0.2243], [-0.0683, -0.0240, 0.0407], [-0.0105, -0.0915, 0.0759]],
  "mulliken_charge": [0.469, -0.499, -0.266, -0.362, -0.528, -0.020, 0.286, 0.299, 0.297, 0.323],
  "total_energy_ha": -2820.57454,
  "gap_ev": [8.12, 8.45]
}

***

Entry 2:
{
  "formula": "C6H25BKO7",
  "method": "ωB97M-V with the def2-TZVPD basis set",
  "elements": ["O", "H", "H", "H", "K", "B", "H", "H", "H", "H", "C", "C", "O", "O", "H", "H", "H", "H", "H", "H", "C", "C", "O", "O", "H", "H", "H", "H", "H", "H", "C", "C", "O", "O", "H", "H", "H", "H", "H", "H"],
  "coordinates": [[2.927, -1.698, -0.614], [2.136, -0.999, -0.797], [2.722, -2.602, -0.891], [3.802, -1.351, -0.849], [-1.714, 2.272, 0.266], [0.675, 0.090, -0.612], [1.454, 0.926, -0.204], [-0.254, 0.511, -1.237], [1.324, -0.450, -1.507], [0.409, -0.649, 0.291], [-3.931, -2.414, 1.295], [-2.704, -2.635, 0.457], [-2.182, -1.354, 0.127], [-3.595, -1.740, 2.508], [-4.414, -3.374, 1.475], [-4.656, -1.791, 0.756], [-2.894, -3.269, -0.413], [-1.973, -3.168, 1.081], [-1.371, -1.379, -0.387], [-2.781, -1.258, 2.321], [0.516, 1.195, 3.376], [-0.581, 0.164, 3.520], [-0.387, -1.013, 2.773], [0.469, 1.924, 2.149], [1.462, 0.667, 3.538], [0.404, 1.920, 4.182], [-1.529, 0.674, 3.244], [-0.738, -0.098, 4.566], [-0.084, -0.757, 1.893], [1.051, 1.471, 1.527], [1.207, 1.888, -4.096], [2.290, 2.604, -3.332], [3.016, 1.699, -2.456], [-0.020, 1.795, -3.387], [1.548, 0.884, -4.362], [0.998, 2.428, -5.019], [1.903, 3.384, -2.673], [3.037, 3.006, -4.012], [2.381, 1.329, -1.832], [0.077, 1.168, -2.666]],
  "forces_ev_per_a": [[0.2413, 0.1570, 0.7757], [-0.5644, 0.0341, -0.4872], [0.2775, -0.0341, -0.2088], [0.1322, -0.2966, -0.2342], [0.1598, -0.2021, 0.1032], [0.8519, 0.1693, 0.1455], [-0.2204, 0.3407, 0.0717], [-0.3309, 0.0031, 0.3190], [-0.1315, -0.3245, -0.1654], [-0.0863, -0.2651, -0.1532], [-0.2149, 0.5886, -0.1773], [0.5726, -0.5442, 0.3411], [-0.2557, 0.7489, -0.2280], [-0.1331, -0.4174, -0.1871], [0.0853, 0.0167, 0.4169], [0.0509, -0.1173, -0.1795], [-0.1999, 0.2939, -0.1390], [-0.0393, 0.0116, -0.0432], [-0.0199, -0.3919, 0.0537], [0.1321, -0.0380, 0.1559], [-0.0489, -0.2788, 1.0205], [-0.8682, 0.7765, -0.1184], [0.1237, 0.0031, 0.0040], [-0.0476, -0.4460, -0.3167], [0.1677, 0.3116, -0.3030], [0.0318, 0.0671, -0.0402], [0.0879, -0.2067, -0.1245], [0.3435, -0.2124, 0.0246], [-0.1728, -0.1173, 0.0149], [0.0049, 0.1579, -0.1048], [-0.1883, 0.1327, -0.2134], [0.6868, -0.7019, 0.8757], [-0.1248, -0.0724, -0.3124], [-0.2449, 0.2574, 0.0850], [0.1869, 0.0528, -0.1067], [-0.1220, -0.0021, 0.0252], [-0.2643, 0.3000, -0.4668], [0.0116, 0.0798, 0.0283], [0.0224, 0.2542, -0.0008], [0.1069, -0.0883, -0.1504]],
  "mulliken_charge": [-0.420, 0.323, 0.431, 0.426, 0.894, 1.064, -0.089, -0.378, 0.091, -0.327, -0.468, -0.454, -0.497, -0.522, 0.360, 0.241, 0.447, 0.288, 0.192, 0.323, -0.601, -0.256, -0.522, -0.465, 0.279, 0.376, 0.098, 0.441, 0.169, 0.039, -0.400, -0.316, -0.618, -0.569, 0.250, 0.358, 0.203, 0.347, 0.155, 0.107],
  "charge": 1,
  "total_energy_ha": -1394.73258,
  "gap_ev": 9.00
}

***

Entry 3:
{
  "formula": "C5H6O2",
  "method": "ωB97M-V with the def2-TZVPD basis set",
  "elements": ["C", "C", "C", "C", "C", "O", "O", "H", "H", "H", "H", "H", "H"],
  "coordinates": [[-1.652, -1.172, -0.129], [-0.586, -0.230, 0.387], [0.666, 1.799, -0.190], [0.019, 0.712, -0.605], [2.538, -1.079, 0.348], [3.226, -0.546, 1.078], [-0.240, -0.235, 1.552], [-2.283, -1.488, 0.702], [-1.172, -2.058, -0.559], [-2.259, -0.710, -0.914], [0.769, 1.990, 0.875], [1.092, 2.518, -0.883], [-0.117, 0.500, -1.663]],
  "forces_ev_per_a": [[-0.0418, 0.0023, 0.0340], [0.0052, -0.0232, 0.2750], [-0.0984, -0.1070, -0.0582], [0.1264, 0.2154, 0.0332], [0.8612, 0.5791, 0.8916], [-0.8074, -0.6294, -0.8703], [-0.1542, 0.0090, -0.4576], [0.0734, -0.0015, -0.0925], [0.0057, 0.1124, 0.0364], [0.1043, -0.0334, 0.1160], [0.0018, -0.0322, -0.1377], [-0.0586, -0.1259, 0.0761], [-0.0175, 0.0343, 0.1540]],
  "mulliken_charge": [-1.178, 0.836, -0.620, -0.257, 0.152, -0.150, -0.564, 0.333, 0.275, 0.344, 0.268, 0.275, 0.285],
  "total_energy_ha": -344.56555,
  "gap_ev": 10.22
}